Record 1
The following is a DFT calculation (ωB97M-V with the def2-TZVPD basis set) of C41H47B2BrF4N10W as an isolated structure.

```
106
Properties=species:S:1:pos:R:3:forces:R:3
W 0.3175 -0.4037 0.0082 -0.3 -0.4 0.0
C -4.3686 1.6565 -1.7955 0.0 0.0 0.0
C -2.9027 1.4365 -1.9359 0.1 0.0 -0.1
C -2.0980 1.5601 -3.0563 -0.1 0.0 0.0
C -0.8014 1.2574 -2.6702 -0.1 0.1 0.0
N -0.8307 0.8811 -1.3429 0.0 0.1 -0.2
N -2.1135 1.0759 -0.9248 -0.1 -0.1 0.1
B -2.4478 1.0975 0.5695 -0.1 0.1 -0.1
N -2.6703 -0.3375 1.0363 0.1 0.0 -0.1
N -1.9752 -1.3442 0.4016 0.3 0.0 -0.2
C -2.7619 -2.4436 0.5162 0.1 0.1 0.2
C -3.9241 -2.1230 1.2267 0.0 0.0 0.0
C -3.8455 -0.7879 1.5219 -0.1 -0.1 0.1
C -4.8386 0.0707 2.2279 0.0 0.0 0.0
C -2.5305 -3.8604 0.1452 -0.3 0.0 -0.2
C -2.3315 -4.3035 -1.1556 0.0 0.0 0.0
C -2.1506 -5.6576 -1.4116 0.0 0.0 0.0
C -2.1952 -6.5796 -0.3785 0.0 0.0 0.0
C -2.4531 -6.1510 0.9185 0.0 0.0 0.0
C -2.6302 -4.8033 1.1770 -0.1 -0.1 0.0
N -1.3105 1.8127 1.3122 0.0 0.1 0.0
N -0.0226 1.3432 1.3211 0.0 -0.1 0.1
C 0.6981 2.2799 2.0139 -0.1 0.1 0.0
C -0.1397 3.3088 2.4062 0.0 0.0 0.0
C -1.4043 2.9897 1.9372 0.0 0.0 0.0
C -2.6607 3.7782 2.0870 0.0 0.0 0.0
C 2.1033 2.2527 2.4980 0.1 0.0 -0.1
C 2.2699 2.2216 3.8869 0.0 0.0 0.0
C 3.5321 2.1827 4.4559 0.0 0.0 0.0
C 4.6599 2.1946 3.6451 0.0 0.0 0.0
C 4.5086 2.2924 2.2703 0.0 0.0 0.0
C 3.2419 2.3327 1.6996 0.0 0.0 0.0
C 0.3096 1.6575 -3.5980 0.0 0.0 0.1
C 0.1652 2.9550 -4.1132 0.0 0.0 0.0
C 1.0362 3.4625 -5.0628 0.0 0.0 0.0
C 2.0775 2.6783 -5.5364 0.0 0.0 0.0
C 2.2390 1.3975 -5.0336 0.0 0.0 0.0
C 1.3727 0.8936 -4.0733 0.0 0.0 0.0
H -4.7907 1.9280 -2.7597 0.0 0.0 0.0
H -4.5890 2.4537 -1.0856 0.0 0.0 0.0
H -4.8630 0.7476 -1.4491 0.0 0.0 0.0
H -2.4047 1.8646 -4.0419 0.0 0.0 0.0
H -3.4327 1.7355 0.7434 0.0 0.0 0.0
H -4.7250 -2.8017 1.4652 0.0 0.0 0.0
H -5.6583 -0.5478 2.5852 0.0 0.0 0.0
H -5.2496 0.8333 1.5664 0.0 0.0 0.0
H -4.3917 0.5746 3.0856 0.0 0.0 0.0
H -2.3563 -3.5992 -1.9673 0.1 0.1 -0.1
H -1.9936 -5.9898 -2.4292 0.0 0.0 0.0
H -2.0581 -7.6328 -0.5836 0.0 0.0 0.0
H -2.5264 -6.8691 1.7243 0.0 0.0 0.0
H -2.8360 -4.4680 2.1872 0.0 0.0 0.0
H 0.1468 4.1773 2.9738 0.0 0.0 0.0
H -2.4509 4.6795 2.6580 0.0 0.0 0.0
H -3.4278 3.2082 2.6099 0.0 0.0 0.0
H -3.0649 4.0699 1.1184 0.0 0.0 0.0
H 1.3954 2.2160 4.5261 0.0 0.0 0.0
H 3.6353 2.1504 5.5322 0.0 0.0 0.0
H 5.6475 2.1602 4.0844 0.0 0.0 0.0
H 5.3805 2.3600 1.6323 0.0 0.0 0.0
H 3.1682 2.4674 0.6336 0.0 0.0 0.0
H -0.6468 3.5764 -3.7572 0.0 0.0 0.0
H 0.8872 4.4645 -5.4432 0.0 0.0 0.0
H 2.7476 3.0572 -6.2966 0.0 0.0 0.0
H 3.0365 0.7657 -5.4040 0.0 0.0 0.0
H 1.5276 -0.1106 -3.7279 0.0 0.0 0.0
C 0.2382 -2.7845 2.3036 0.0 0.1 -0.1
C 0.3082 -3.5303 0.9870 0.1 0.1 0.1
N 0.6919 -2.6371 -0.1278 0.1 0.1 0.1
C 2.1145 -2.8141 -0.4947 0.1 0.0 0.0
C 2.9341 -2.1877 0.6020 -0.2 0.1 0.0
N 2.3364 -0.8534 1.0191 0.2 -0.1 0.1
C 2.3924 -0.7387 2.5272 -0.1 0.0 -0.2
C 0.9844 -0.6480 3.1032 0.0 -0.1 0.0
N 0.0678 -1.3008 2.1325 0.2 0.0 0.0
H 1.1562 -2.9367 2.8652 0.0 0.0 0.0
H -0.5747 -3.1646 2.9225 0.0 0.0 0.0
H -0.6472 -3.9710 0.7445 0.3 0.0 0.0
H 1.0232 -4.3508 1.0635 0.0 0.0 0.0
H 0.1525 -2.9440 -0.9389 0.0 0.0 0.0
H 2.2675 -2.3550 -1.4611 0.0 0.0 0.0
H 2.3544 -3.8760 -0.5811 0.0 0.0 0.0
H 3.9751 -2.0524 0.3210 0.0 0.0 0.0
H 2.9173 -2.8430 1.4685 0.0 0.0 0.0
H 2.9616 -0.1292 0.6678 0.0 0.0 0.0
H 2.9912 0.1177 2.8067 0.0 0.0 0.0
H 2.9120 -1.6093 2.9164 0.0 -0.1 0.0
H 0.6597 0.3695 3.2769 0.0 -0.2 0.0
H 0.9365 -1.1732 4.0585 0.0 0.0 0.0
H -0.8941 -1.0635 2.3589 0.0 0.1 0.0
F 0.6003 -1.0540 -2.0320 0.0 0.1 0.2
B -0.4018 -1.9306 -3.0670 0.1 0.1 0.1
F -1.6275 -1.6381 -2.5717 -0.1 -0.1 0.0
F 0.0553 -3.1951 -2.7917 -0.1 -0.1 0.0
F -0.1227 -1.4743 -4.2902 0.0 0.0 -0.1
Br 3.8684 -0.3006 -1.8708 0.0 0.0 0.0
C 2.9484 1.3166 -1.5867 0.0 -0.1 0.1
C 3.6190 2.4242 -2.0867 0.0 0.0 0.0
C 3.0549 3.6734 -1.9520 0.0 0.0 0.0
C 1.8281 3.7519 -1.3154 0.0 0.0 0.0
C 1.2341 2.6014 -0.8611 -0.1 0.0 0.0
N 1.7647 1.3537 -0.9572 0.2 0.1 0.0
H 4.5640 2.2806 -2.5882 0.0 0.0 0.0
H 3.5535 4.5509 -2.3403 0.0 0.0 0.0
H 1.3114 4.6919 -1.1852 0.0 0.0 0.0
H 0.2593 2.6793 -0.4202 0.0 0.0 0.0
```
Forces are in eV/Å.

Computed properties:
spin multiplicity: 1
HOMO energy: -0.4934 Eh
orbital gap: 0.2901 Ha
charge: +2
strongest force on any atom: 0.493 eV Å⁻¹

Record 2
The following is a DFT calculation (ωB97M-V with the def2-TZVPD basis set) of C41H47BBr2N5O3V as an isolated structure.

```
100
Properties=species:S:1:pos:R:3:forces:R:3
V 0.8308 -0.6079 -0.5017 0.9 0.7 0.4
C 0.8630 0.4211 -3.5602 0.3 -0.1 0.3
C 1.9057 1.0594 -2.6988 -0.2 -0.3 0.1
C 2.8562 1.9124 -3.2391 0.9 0.5 0.3
C 3.9667 2.3162 -2.5167 -0.5 -0.2 -0.5
C 4.1600 1.7522 -1.2450 -0.4 -0.2 0.1
C 5.2942 1.8917 -0.4269 0.4 0.1 0.6
Br 6.7281 3.0150 -0.9919 0.0 -0.1 0.0
C 5.3921 1.2740 0.8017 0.3 0.6 -0.8
C 4.3449 0.5022 1.2682 -1.0 -0.4 0.1
Br 4.4904 -0.2393 3.0052 0.0 0.0 0.0
C 3.1640 0.3226 0.5309 1.3 0.5 0.2
O 2.1035 -0.2982 0.9024 0.3 -0.7 1.1
C 3.1140 0.9448 -0.7449 0.8 0.7 0.4
N 1.9612 0.6812 -1.4065 0.5 0.2 -1.8
H 0.7878 0.9183 -4.5275 -0.1 0.0 0.1
H -0.0900 0.4124 -3.0398 -0.1 0.0 0.0
H 1.1499 -0.6226 -3.7215 -0.1 0.0 0.0
H 2.7365 2.2492 -4.2573 -0.1 0.0 -0.1
H 4.6828 3.0073 -2.9344 0.1 0.0 0.0
H 6.2846 1.3941 1.3964 0.0 0.0 0.1
C 1.6230 2.6870 2.1347 -0.3 -0.1 -0.1
C 0.2603 3.3444 1.9461 0.2 0.1 0.1
C 0.1379 4.6052 2.8057 -0.1 -0.2 -0.1
C -0.0203 3.6515 0.4911 -0.3 -0.2 0.0
C 0.5429 4.7546 -0.1338 0.0 0.0 0.0
C 0.1921 5.0857 -1.4290 0.1 0.1 0.0
C -0.8107 4.3870 -2.0793 0.0 0.0 0.0
C -1.4324 3.3051 -1.4702 0.0 -0.1 0.2
C -2.6785 2.6570 -2.0504 -0.1 -0.1 -0.2
C -2.3913 1.3692 -2.8186 -0.1 0.1 0.3
C -3.4762 3.6026 -2.9524 0.1 -0.1 0.3
C -0.9415 2.8770 -0.2254 0.3 0.4 -0.2
N -1.4159 1.6815 0.3482 -0.3 0.2 0.1
B -0.8171 0.3610 0.3430 -0.4 0.3 0.1
N -1.7806 -0.3781 1.1357 -0.4 0.0 0.3
C -2.8102 0.4495 1.5467 -0.3 0.3 0.3
C -2.5875 1.6909 1.0838 -0.3 0.0 0.2
C -1.8772 -1.7461 1.4599 -0.1 -0.6 0.2
C -2.8992 -2.5121 0.8793 0.1 0.1 0.0
C -3.0636 -3.8304 1.2777 0.0 -0.1 0.0
C -2.2453 -4.3943 2.2357 0.1 -0.1 0.0
C -1.2309 -3.6427 2.7918 0.1 0.0 0.0
C -1.0275 -2.3207 2.4186 0.0 0.3 -0.1
C 0.0548 -1.5101 3.0946 0.1 0.0 0.1
C -0.3887 -1.0923 4.5027 0.0 0.1 -0.3
C 1.3797 -2.2713 3.1481 -0.2 0.2 -0.1
C -3.8051 -1.9389 -0.1871 -0.1 0.0 -0.1
C -3.6633 -2.7563 -1.4720 0.1 0.2 0.1
C -5.2661 -1.8964 0.2710 0.2 0.1 -0.1
H 1.8080 2.5026 3.1930 0.1 0.0 0.1
H 2.4224 3.3120 1.7383 0.1 0.1 0.0
H 1.6198 1.7356 1.6105 0.1 0.0 0.1
H -0.4913 2.6264 2.2884 0.0 0.1 -0.1
H 0.9713 5.2833 2.6410 0.1 0.1 0.0
H 0.1380 4.3294 3.8578 0.0 0.0 0.1
H -0.7855 5.1331 2.5730 -0.1 0.1 0.1
H 1.2593 5.3609 0.4000 0.1 0.1 0.0
H 0.6716 5.9222 -1.9194 0.0 0.0 0.0
H -1.1057 4.7040 -3.0695 -0.1 0.0 0.0
H -3.3157 2.3900 -1.2002 0.1 0.0 -0.1
H -1.7835 1.5901 -3.6926 0.1 0.0 -0.1
H -3.3263 0.9254 -3.1573 -0.1 -0.1 -0.1
H -1.8784 0.6560 -2.1742 0.0 -0.1 -0.1
H -2.9572 3.7712 -3.8940 0.0 0.1 -0.1
H -3.6426 4.5631 -2.4691 0.0 0.1 0.0
H -4.4430 3.1550 -3.1823 0.0 0.0 0.0
H -3.6125 0.0875 2.1623 -0.2 0.0 0.1
H -3.1495 2.5953 1.2425 -0.1 0.0 0.0
H -3.8516 -4.4294 0.8486 -0.2 -0.1 -0.1
H -2.3942 -5.4179 2.5476 0.0 -0.1 0.0
H -0.5983 -4.0915 3.5429 0.1 0.0 0.1
H 0.2280 -0.6022 2.5037 0.0 -0.2 0.2
H -0.5605 -1.9630 5.1365 0.0 -0.1 0.0
H -1.3097 -0.5118 4.4553 -0.1 0.1 0.1
H 0.3900 -0.4817 4.9570 0.0 0.1 0.1
H 1.3110 -3.1815 3.7433 0.0 -0.1 0.1
H 2.1405 -1.6337 3.5915 0.1 0.0 -0.1
H 1.6866 -2.5263 2.1323 0.2 0.0 0.1
H -3.4813 -0.9189 -0.4083 0.0 -0.1 0.1
H -3.9638 -3.7913 -1.3135 0.0 -0.1 0.0
H -2.6231 -2.7358 -1.7900 0.1 -0.1 -0.1
H -4.2820 -2.3335 -2.2623 -0.1 0.0 -0.1
H -5.6470 -2.9015 0.4433 -0.1 -0.1 0.0
H -5.8816 -1.4192 -0.4904 -0.1 0.0 -0.1
H -5.3713 -1.3287 1.1935 0.0 0.0 0.1
C 3.9056 -5.3583 -1.2098 0.4 0.0 0.0
N 2.7559 -4.4945 -1.2585 -0.2 0.3 -0.1
C 1.5103 -4.9474 -0.9799 -0.4 0.4 0.1
C 0.4488 -4.1108 -0.9286 -0.1 -0.3 0.1
C 0.6771 -2.7271 -1.2403 1.1 -1.8 -0.2
O -0.2644 -1.8736 -1.2878 -2.2 -0.7 -1.1
N 1.9115 -2.3209 -1.5851 -0.8 1.0 -0.3
C 2.9803 -3.1133 -1.5657 0.5 -0.8 0.1
O 4.1201 -2.7665 -1.8200 0.3 0.0 0.1
H 3.5830 -6.3924 -1.0901 0.0 0.0 0.0
H 4.5476 -5.0730 -0.3713 0.0 -0.1 -0.1
H 4.4840 -5.2524 -2.1297 0.0 0.0 0.1
H 1.4072 -6.0111 -0.8026 0.1 0.0 0.0
H -0.5455 -4.4592 -0.6988 0.0 0.0 0.1
```
Forces are in eV/Å.

Computed properties:
spin multiplicity: 2
HOMO energy (alpha / beta): -0.1033 / -0.0944 Eh
orbital gap (alpha / beta): 0.1960 / 0.1870 Ha
⟨S²⟩: 0.95
charge: -1
strongest force on any atom: 2.524 eV Å⁻¹

Record 3
The following is a DFT calculation (ωB97M-V with the def2-TZVPD basis set) of a 7-piece molecular cluster, C41H47BIO2 overall.

```
92
Properties=species:S:1:pos:R:3:forces:R:3
I 1.0717 -0.3382 -1.7438 0.0 0.3 0.0
C 0.1006 1.5920 -1.9877 0.0 -0.3 0.0
C -0.2495 1.8166 -3.4571 0.4 0.5 0.2
C -1.5623 2.5716 -3.6934 -0.2 -0.5 -0.8
C -2.7109 2.1211 -2.8232 0.3 0.2 0.5
C -2.9964 0.6323 -2.6960 -0.4 0.0 0.2
O -4.1464 0.6310 -1.8891 0.1 -0.2 0.1
B -4.8264 1.9538 -2.1159 -0.1 0.5 -0.3
O -3.9517 2.6374 -3.1558 0.0 0.0 -0.1
H 0.7782 2.3345 -1.5872 0.2 0.0 0.0
H -0.7566 1.5377 -1.3348 -0.1 -0.2 0.0
H -0.2075 0.8740 -3.9890 -0.4 -0.2 -0.1
H 0.5492 2.4255 -3.8812 0.2 -0.1 -0.2
H -1.3985 3.6438 -3.6208 -0.1 0.2 0.3
H -1.8439 2.3961 -4.7358 0.0 0.0 -0.1
H -2.4722 2.4527 -1.7896 0.0 0.0 0.1
H -3.2441 0.1965 -3.6750 0.3 0.0 -0.3
H -2.1828 0.0484 -2.2536 0.0 -0.1 0.2
H -5.9723 1.8490 -2.5295 -0.1 -0.1 0.0
H -4.7735 2.6890 -1.1133 -0.1 -0.2 0.2
C 0.9421 -4.2564 2.9893 0.0 0.0 0.0
C 0.8246 -3.5444 1.8025 0.0 0.0 0.0
C 1.0579 -2.1757 1.7847 0.0 0.0 0.0
C 1.4068 -1.5184 2.9574 0.0 0.0 0.0
C 1.5138 -2.2265 4.1455 0.1 0.0 0.0
C 1.2811 -3.5957 4.1619 0.1 0.0 0.0
H 0.7617 -5.3239 3.0010 0.0 0.0 0.0
H 0.5546 -4.0579 0.8881 0.0 0.0 0.0
H 0.9661 -1.6200 0.8583 0.0 0.0 0.1
H 1.5816 -0.4498 2.9465 0.0 0.0 0.0
H 1.7740 -1.7106 5.0611 0.0 0.0 0.0
H 1.3590 -4.1465 5.0913 0.0 0.0 0.0
C 5.8605 2.7494 1.6238 0.0 0.0 0.0
C 5.2045 1.5531 1.8802 0.0 0.0 0.0
C 4.2162 1.1043 1.0149 0.0 0.0 0.0
C 3.8859 1.8479 -0.1086 0.0 0.0 0.0
C 4.5444 3.0424 -0.3668 0.0 0.0 0.0
C 5.5299 3.4947 0.5004 0.0 0.0 0.0
H 6.6298 3.1010 2.2997 0.0 0.0 0.0
H 5.4641 0.9697 2.7547 0.0 0.0 0.0
H 3.7026 0.1716 1.2127 0.0 0.0 0.0
H 3.1150 1.4863 -0.7784 0.1 0.0 0.0
H 4.2877 3.6221 -1.2444 0.0 0.0 0.0
H 6.0397 4.4290 0.3014 0.0 0.0 0.0
C -4.5052 -1.4356 5.4950 0.0 0.0 0.0
C -4.0946 -1.0534 4.2252 0.0 0.0 0.0
C -2.9138 -1.5555 3.6960 0.0 0.0 0.0
C -2.1483 -2.4494 4.4325 0.0 0.0 0.0
C -2.5616 -2.8348 5.7004 0.0 0.0 0.0
C -3.7373 -2.3248 6.2343 0.0 0.0 0.0
H -5.4259 -1.0423 5.9072 0.0 0.0 0.0
H -4.6976 -0.3679 3.6447 0.0 0.0 0.0
H -2.5932 -1.2553 2.7065 0.0 0.0 0.0
H -1.2320 -2.8463 4.0182 0.0 0.0 0.0
H -1.9656 -3.5349 6.2733 0.0 0.0 0.0
H -4.0576 -2.6233 7.2249 0.0 0.0 0.0
C -4.1847 3.5281 1.7327 0.0 -0.1 0.1
C -4.1696 3.4404 3.1189 0.0 0.0 0.0
C -4.2297 4.5916 3.8940 0.0 0.0 0.0
C -4.3097 5.8340 3.2813 0.0 0.0 0.0
C -4.3242 5.9222 1.8951 0.0 0.0 0.0
C -4.2584 4.7714 1.1205 0.0 0.1 0.0
H -4.1406 2.6352 1.1211 0.0 0.0 -0.1
H -4.1097 2.4716 3.5978 0.0 0.0 0.0
H -4.2139 4.5201 4.9750 0.0 0.0 0.0
H -4.3598 6.7331 3.8837 0.0 0.0 0.0
H -4.3870 6.8919 1.4165 0.0 0.0 0.0
H -4.2683 4.8332 0.0398 0.0 -0.1 0.0
C 3.2942 -8.1837 -0.0288 0.0 0.0 0.0
C 3.1412 -6.8041 -0.0602 0.0 0.0 0.0
C 3.3481 -6.0560 1.0902 0.0 0.0 0.0
C 3.7132 -6.6870 2.2712 0.0 0.0 0.0
C 3.8687 -8.0658 2.3024 0.0 0.0 0.0
C 3.6570 -8.8148 1.1527 0.0 0.0 0.0
H 3.1293 -8.7671 -0.9256 0.0 0.0 0.0
H 2.8584 -6.3115 -0.9816 0.0 0.0 0.0
H 3.2214 -4.9819 1.0689 0.0 0.0 0.0
H 3.8737 -6.1015 3.1677 0.0 0.0 0.0
H 4.1539 -8.5576 3.2238 0.0 0.0 0.0
H 3.7736 -9.8908 1.1781 0.0 0.0 0.0
C 2.7470 2.4505 -7.3542 0.0 0.0 0.0
C 2.3981 3.2288 -8.4490 0.0 0.0 0.0
C 1.0904 3.2254 -8.9131 0.0 0.0 0.0
C 0.1313 2.4476 -8.2792 0.0 0.0 0.0
C 0.4795 1.6691 -7.1844 0.0 0.0 0.0
C 1.7893 1.6682 -6.7236 0.0 0.0 0.0
H 3.7667 2.4542 -6.9904 0.0 0.0 0.0
H 3.1452 3.8406 -8.9388 0.0 0.0 0.0
H 0.8173 3.8315 -9.7676 0.0 0.0 0.0
H -0.8903 2.4500 -8.6365 0.0 0.0 0.0
H -0.2707 1.0675 -6.6875 0.0 0.0 0.0
H 2.0628 1.0638 -5.8679 0.0 0.0 0.0
```
Forces are in eV/Å.

Computed properties:
spin multiplicity: 1
HOMO energy: -0.1499 Eh
orbital gap: 0.2237 Ha
charge: -1
strongest force on any atom: 0.962 eV Å⁻¹